(1)
The following is a quantum chemistry calculation of a cluster of 11 separate species, H22O11 in total in a non-equilibrium geometry, from the OMol25 dataset.

As for the LUMO energy: -0.0065 Ha. Its SMILES is O.O.O.O.O.O.O.O.O.O.O. The orbital gap is 10.328 eV. The relative energy (zero: lowest compared OMol25 entry of this formula, charge and spin) is 2.514 eV.

Structure (ORCA input):
```
! RIJCOSX wB97M-V def2-TZVPD def2/J DEFGRID3
* xyz 0 1
O -1.048 -0.680 0.981
H -0.403 -0.331 1.606
H -0.550 -0.781 0.162
O 2.844 -1.913 -2.788
H 2.122 -1.859 -3.424
H 2.422 -2.225 -1.980
O 1.016 2.765 1.732
H 0.597 3.390 1.130
H 0.471 1.973 1.663
O 3.782 -1.630 2.514
H 3.617 -2.326 1.868
H 4.195 -2.089 3.254
O -2.293 2.420 1.949
H -3.062 1.933 1.631
H -2.371 2.381 2.909
O 1.779 -0.675 0.267
H 1.005 -0.776 0.834
H 2.442 -0.280 0.845
O -1.638 1.454 -0.301
H -1.807 0.811 0.397
H -2.310 2.131 -0.163
O 0.222 -0.719 3.209
H 0.035 -1.664 3.206
H -0.499 -0.339 3.724
O -1.084 -0.151 -2.902
H -1.376 0.061 -2.008
H -1.899 -0.348 -3.375
O 0.889 2.209 -3.563
H 0.194 1.739 -3.089
H 0.915 3.076 -3.141
O -3.979 -2.808 -1.436
H -3.093 -3.171 -1.549
H -4.560 -3.489 -1.793
*
```

natural (NBO) population analysis, charges in e, atoms 1 to 2: O -0.959; H 0.480



(2)
The following is a quantum chemistry calculation of the molecule C4H3Cl5O2S in a non-equilibrium geometry, from the OMol25 dataset.

As for the LUMO energy: -0.0089 Ha. Its SMILES is O=S1(=O)CC(Cl)(Cl)C(Cl)(Cl)[C@@H]1Cl. The orbital gap is 10.936 eV.

Structure (ORCA input):
```
! RIJCOSX wB97M-V def2-TZVPD def2/J DEFGRID3
* xyz 0 1
O 2.119 -0.798 1.377
S 1.205 -0.908 0.225
O 1.640 -1.945 -0.732
C -0.481 -1.165 0.711
C -1.261 -0.052 -0.047
Cl -1.655 -0.573 -1.683
Cl -2.855 0.418 0.758
C -0.323 1.207 -0.130
Cl -0.980 2.532 -1.198
Cl -0.158 1.845 1.582
C 1.065 0.705 -0.567
Cl 1.236 0.640 -2.383
H -0.814 -2.185 0.401
H -0.582 -1.063 1.792
H 1.845 1.343 -0.107
*
```

natural (NBO) population analysis, charges in e, atoms 1 to 2: O -0.899; S 2.110



(3)
The following is a quantum chemistry calculation of a cluster of 2 separate species, C12H16N2O in total in a non-equilibrium geometry, from the OMol25 dataset.

As for the LUMO energy: 0.0264 Ha. Its SMILES is Cc1c[nH]c2ccccc12.CCC(N)=O. The orbital gap is 8.823 eV. The relative energy (zero: lowest compared OMol25 entry of this formula, charge and spin) is 2.766 eV.

Structure (ORCA input):
```
! RIJCOSX wB97M-V def2-TZVPD def2/J DEFGRID3
* xyz 0 1
C -1.783 1.194 2.092
C -1.320 1.290 0.616
C -0.896 2.400 -0.068
N -0.587 2.188 -1.420
C -0.839 0.852 -1.624
C -0.697 -0.009 -2.765
C -1.197 -1.315 -2.540
C -1.467 -1.921 -1.299
C -1.537 -1.100 -0.224
C -1.216 0.220 -0.364
H -2.914 1.494 1.948
H -1.334 2.144 2.814
H -1.638 0.219 2.404
H -0.922 3.464 0.226
H -0.590 2.937 -2.096
H -0.477 0.159 -3.754
H -1.335 -2.050 -3.327
H -1.933 -3.014 -1.228
H -1.877 -1.433 0.817
C 2.529 -1.852 -0.148
C 1.627 -1.753 1.063
C 1.882 -0.451 1.782
N 1.683 0.772 1.116
O 2.603 -0.316 2.733
H 3.552 -1.667 0.298
H 2.605 -0.917 -0.678
H 2.239 -2.746 -0.719
H 0.616 -1.760 0.727
H 1.833 -2.620 1.769
H 2.160 1.560 1.560
H 0.998 0.710 0.371
*
```

natural (NBO) population analysis, charges in e, atoms 1 to 2: C -0.621; C -0.065



(4)
The following is a quantum chemistry calculation of a structure of composition C33H35AuCl2N3O5SSi, from the OMol25 dataset.

As for the LUMO energy: 0.0919 Ha. The orbital gap is 8.486 eV. The relative energy (zero: lowest compared OMol25 entry of this formula, charge and spin) is 0.161 eV.

Structure (ORCA input):
```
! RIJCOSX wB97M-V def2-TZVPD def2/J DEFGRID3
* xyz -1 1
Au 1.077 0.507 2.078
N 1.394 3.968 0.504
C 2.519 3.480 1.111
O 3.585 3.416 0.531
C 2.400 3.128 2.587
C 1.207 2.298 3.036
H 1.445 3.972 -0.508
H 0.513 3.635 0.860
H 2.394 4.083 3.128
H 3.335 2.628 2.842
H 0.250 2.795 2.855
H 1.283 2.100 4.104
Cl -0.496 0.018 -4.789
C 1.137 -0.234 -4.257
C 2.032 -0.838 -5.121
C 3.327 -1.089 -4.697
C 3.722 -0.717 -3.424
C 2.820 -0.089 -2.580
Cl 3.351 0.419 -1.014
C 1.495 0.154 -2.962
N 0.562 0.712 -2.091
C 0.115 2.037 -2.289
C 0.820 2.920 -3.102
C 0.391 4.229 -3.268
C -0.742 4.675 -2.607
C -1.449 3.790 -1.804
C -1.050 2.470 -1.641
C -1.858 1.539 -0.783
C -1.258 1.287 0.596
O -1.945 1.034 1.567
O 0.039 1.392 0.584
H 1.699 -1.125 -6.108
H 4.028 -1.578 -5.360
H 4.729 -0.896 -3.073
H 0.712 0.499 -1.105
H 1.724 2.578 -3.591
H 0.957 4.901 -3.900
H -1.080 5.697 -2.721
H -2.349 4.124 -1.299
H -1.909 0.552 -1.257
H -2.877 1.902 -0.653
C -1.010 -2.906 -0.958
C 0.290 -3.571 -0.491
C 0.078 -5.080 -0.363
C 1.376 -3.307 -1.537
Si 0.782 -2.762 1.165
O 0.873 -1.180 0.890
C 2.463 -3.426 1.724
C 2.692 -4.216 2.850
C 3.974 -4.612 3.210
C 5.063 -4.223 2.446
C 4.864 -3.424 1.329
C 3.581 -3.030 0.979
C -0.545 -3.210 2.432
C -0.748 -4.505 2.921
C -1.775 -4.795 3.808
C -2.637 -3.789 4.223
C -2.465 -2.501 3.740
C -1.432 -2.218 2.856
H -1.326 -3.323 -1.922
H -0.872 -1.829 -1.085
H -1.821 -3.059 -0.241
H -0.149 -5.515 -1.344
H -0.757 -5.313 0.301
H 0.971 -5.581 0.022
H 1.037 -3.635 -2.528
H 2.298 -3.845 -1.304
H 1.609 -2.243 -1.598
H 1.862 -4.502 3.485
H 4.124 -5.208 4.102
H 6.064 -4.522 2.732
H 5.710 -3.092 0.739
H 3.444 -2.369 0.130
H -0.097 -5.311 2.602
H -1.903 -5.807 4.175
H -3.440 -4.012 4.915
H -3.136 -1.707 4.046
H -1.336 -1.205 2.486
O 4.267 -1.165 4.479
S 3.561 -0.543 3.369
N 2.094 -0.317 3.582
*
```

Mulliken population analysis, charges in e, atoms 1 to 2: Au 0.587; N -0.293



(5)
The following is a quantum chemistry calculation of a cluster of 3 separate species, C39H63F13IN4O5PSSi4 in total in a non-equilibrium geometry, from the OMol25 dataset.

As for the LUMO energy: -0.1023 Ha. Its SMILES is C=CCc1nc2c(CCC(F)(F)C(F)(F)C(F)(F)C(F)(F)S(F)(F)(F)(F)F)c(CP(=O)(O)O)c(NCCCC)c(I)c2nc1-c1cccnc1.C[Si](C)(C)O[Si](C)(C)C.C[Si](C)(C)O[Si](C)(C)C. The orbital gap is 5.744 eV.

Structure (ORCA input):
```
! RIJCOSX wB97M-V def2-TZVPD def2/J DEFGRID3
* xyz 0 1
C 5.000 -8.153 2.397
C 5.194 -8.113 0.920
C 6.138 -6.923 0.302
C 5.749 -5.470 1.021
N 4.409 -4.892 0.680
C 4.139 -3.559 1.319
C 2.679 -2.847 0.916
C 1.653 -3.611 -0.102
C 0.070 -3.576 0.307
C -0.870 -4.714 -0.404
F -2.141 -4.089 -0.930
F -0.135 -5.133 -1.657
C -1.108 -6.083 0.452
F -2.184 -6.840 -0.293
F 0.067 -7.027 0.448
C -1.711 -5.837 1.993
F -2.451 -4.562 1.943
F -2.710 -6.960 2.159
C -0.620 -6.012 3.179
F -0.422 -7.499 3.362
F 0.762 -5.499 2.846
S -1.038 -5.322 4.852
F -2.724 -5.514 4.692
F -1.031 -3.688 4.346
F 0.670 -5.139 5.181
F -0.975 -6.943 5.503
F -1.314 -4.763 6.453
C 2.380 -1.334 1.564
C 0.999 -0.467 1.219
P 0.875 0.096 -0.602
O -0.613 -0.165 -1.165
O 2.106 -0.540 -1.655
O 1.054 1.863 -0.643
C 3.451 -0.552 2.567
N 3.244 0.824 3.159
C 2.500 0.783 4.476
C 1.969 2.284 4.961
C 0.736 2.794 3.982
C -0.631 1.863 4.122
C 4.836 -1.353 2.915
I 6.239 -0.332 4.300
C 5.234 -2.857 2.298
N 6.579 -3.381 2.720
C 6.769 -4.702 2.028
C 8.234 -5.459 2.306
C 8.334 -6.461 3.624
C 9.850 -7.164 3.711
C 10.892 -6.736 2.536
N 10.739 -5.828 1.364
C 9.412 -5.163 1.225
H 4.915 -9.200 2.914
H 4.932 -7.205 3.091
H 4.683 -8.844 0.161
H 5.828 -6.795 -0.841
H 7.286 -7.148 0.300
H 1.752 -3.078 -1.159
H 1.949 -4.739 -0.236
H -0.129 -3.533 1.484
H -0.345 -2.528 -0.090
H 0.037 -1.085 1.561
H 0.956 0.528 1.878
H 3.038 -0.307 -1.329
H 1.989 2.080 -0.334
H 2.823 1.488 2.471
H 3.263 0.442 5.322
H 1.632 -0.013 4.441
H 1.567 2.277 6.079
H 2.881 3.038 4.824
H 0.490 3.918 4.198
H 1.079 2.743 2.843
H -0.394 0.709 4.087
H -1.120 2.072 5.169
H -1.387 2.072 3.233
H 7.474 -6.658 4.391
H 10.128 -7.936 4.574
H 11.965 -7.259 2.624
H 9.258 -4.421 0.303
C -4.579 7.907 -1.140
Si -2.727 8.167 -1.341
C -2.257 7.771 -3.119
C -2.354 9.982 -1.030
O -1.878 7.186 -0.278
Si -1.679 5.557 0.069
C -0.479 5.310 1.494
C -1.002 4.644 -1.429
C -3.323 4.782 0.551
H -4.860 6.889 -1.425
H -5.136 8.605 -1.771
H -4.877 8.068 -0.100
H -1.176 7.854 -3.258
H -2.748 8.464 -3.809
H -2.562 6.755 -3.382
H -1.288 10.188 -1.163
H -2.638 10.268 -0.013
H -2.913 10.612 -1.731
H 0.504 5.723 1.250
H -0.359 4.244 1.709
H -0.846 5.803 2.400
H -1.723 4.663 -2.252
H -0.797 3.598 -1.181
H -0.073 5.105 -1.773
H -4.023 4.804 -0.290
H -3.773 5.324 1.388
H -3.185 3.739 0.852
C -7.591 3.689 -5.707
Si -5.739 3.949 -5.908
C -5.270 3.553 -7.686
C -5.366 5.764 -5.597
O -4.890 2.968 -4.845
Si -4.691 1.339 -4.498
C -3.491 1.092 -3.073
C -4.015 0.426 -5.996
C -6.336 0.564 -4.016
H -7.872 2.671 -5.992
H -8.149 4.387 -6.338
H -7.889 3.850 -4.667
H -4.188 3.636 -7.825
H -5.760 4.246 -8.376
H -5.574 2.536 -7.949
H -4.300 5.970 -5.730
H -5.650 6.050 -4.580
H -5.925 6.394 -6.298
H -2.508 1.505 -3.317
H -3.371 0.026 -2.858
H -3.858 1.585 -2.168
H -4.735 0.445 -6.819
H -3.810 -0.620 -5.748
H -3.086 0.887 -6.340
H -7.035 0.586 -4.857
H -6.785 1.106 -3.179
H -6.197 -0.479 -3.715
*
```

Mulliken population analysis, charges in e, atoms 1 to 2: C -0.631; C -0.191



orbital gap of number 3 (C12H16N2O)? 8.823 eV



LUMO energy of number 5 (C39H63F13IN4O5PSSi4)? -0.1023 Ha